{
  "formula": "C9H15NO2S",
  "method": "the ωB97M-V functional and the def2-TZVPD basis",
  "symbols": ["H", "H", "H", "H", "H", "H", "H", "H", "C", "C", "C", "O", "C", "C", "C", "O", "C", "H", "H", "H", "H", "H", "H", "H", "N", "C", "S", "C"],
  "coordinates": [[1.1828, -0.9158, 2.3977], [-0.3714, 1.8375, -1.9667], [0.2363, -2.1240, 0.9366], [1.3235, -0.6629, -2.1749], [-2.1115, 1.4260, -0.4698], [-1.1184, 2.2938, 0.7225], [1.3451, -1.9862, -1.2026], [-1.7733, 0.5697, 1.0909], [-0.0597, 0.8600, -0.2052], [2.0960, -0.1788, -0.0876], [1.2342, -1.0123, -1.1609], [-1.8643, -2.7086, -1.3875], [-0.3057, -1.2582, 0.8503], [1.0604, 0.5990, 0.7894], [-0.0972, -0.5890, -0.5267], [-2.8554, -0.4091, -1.2909], [0.3230, 1.9645, -1.1975], [0.1941, 2.8896, -0.5458], [2.6894, -0.8822, 0.3634], [1.3778, 2.0023, -1.4313], [1.5176, 1.4319, 1.1727], [-2.0157, -2.1540, 1.4158], [-0.1743, 0.2214, 2.4627], [2.7240, 0.5099, -0.7467], [-1.7824, -1.3772, 0.8450], [-1.3707, 1.3506, 0.3506], [-1.8356, -1.3814, -0.8649], [0.4314, -0.3165, 1.8614]],
  "forces_ev_per_angstrom": [[-0.321, 0.448, 0.113], [-0.677, 0.715, -1.738], [0.639, -2.790, -0.294], [0.136, 0.530, -0.332], [0.503, 0.219, 0.668], [-0.382, 1.495, 1.202], [0.792, -4.908, 0.349], [0.294, 2.191, -0.921], [0.088, 0.972, 0.080], [-0.947, 1.373, -3.460], [-1.792, 5.581, 1.231], [0.291, -0.452, -0.346], [-0.170, 2.664, 0.816], [0.480, -1.743, -0.042], [-1.704, -2.902, -1.629], [1.441, -1.965, 0.187], [0.990, 0.232, 2.686], [-0.204, -0.785, -1.436], [1.687, -1.232, 1.706], [0.098, -0.357, -0.795], [1.013, 2.332, 1.047], [-1.073, -1.108, -0.091], [-1.952, 1.535, 2.210], [-0.574, -0.733, 1.401], [1.631, -0.081, -0.267], [-1.130, -2.176, 0.661], [-1.096, 2.723, 0.203], [1.938, -1.775, -3.207]],
  "mulliken_charge": [0.374, 0.510, 0.813, 0.346, 0.347, 0.675, 0.605, 0.466, 1.443, -0.975, -1.185, -0.671, -0.821, -0.386, 0.450, -0.601, -1.610, 0.358, 0.501, 0.336, 0.618, 0.319, 0.533, 0.348, -0.383, -2.087, 1.015, -1.338],
  "spin_multiplicity": 1,
  "max_force_ev_per_a": 5.99,
  "mol_weight_g_mol": 201.29,
  "relative_energy_kcal_mol": 72.41,
  "orbital_gap_ev": 10.43,
  "e_lumo_ev": 0.6957
}